Record 1
Below is a molecular structure, C25H27N5O8Zn in a non-equilibrium geometry, with properties calculated with ωB97M-V with the def2-TZVPD basis set.

```
! wB97M-V def2-TZVPD RIJCOSX def2/J DEFGRID3
* xyz 0 1
Zn 1.4919 0.4847 -0.7344
O 3.7682 0.4530 5.4211
C 4.0551 0.4718 4.0875
O 5.1905 0.4539 3.7326
C 2.8599 0.5147 3.2113
C 1.5339 0.6168 3.6082
N 0.7832 0.6091 2.4947
N 1.5407 0.5075 1.4043
C 2.7985 0.4507 1.7905
C 3.8529 0.3514 0.6644
O 5.0280 0.4234 0.9355
O 3.3294 0.2069 -0.4798
H 2.8246 0.4419 5.6138
H 1.0701 0.6847 4.5748
H -0.2170 0.7185 2.4179
O 0.8771 2.0893 -4.1996
C 1.1500 1.7795 -3.0519
O 1.2248 0.6067 -2.5812
C 1.3582 2.9211 -2.0448
C 1.2947 4.2462 -2.4598
C 1.4147 5.2534 -1.5205
C 1.5994 4.8973 -0.1909
C 1.6652 3.5513 0.1288
N 1.5367 2.5879 -0.7735
H 1.1549 4.4433 -3.5105
H 1.3707 6.2933 -1.8140
H 1.6934 5.6450 0.5821
H 1.8305 3.2330 1.1501
C -0.9075 -1.9982 0.8791
C 0.2212 -2.4119 -0.0339
O 0.9701 -1.6031 -0.5453
C 0.3855 -3.8686 -0.2449
C 1.6079 -4.3401 -0.7320
C 1.8268 -5.6982 -0.8672
C 0.8296 -6.6026 -0.5372
C -0.4032 -6.1442 -0.0982
C -0.6265 -4.7883 0.0510
H -0.8811 -0.9202 0.9878
H -0.8028 -2.4752 1.8521
H -1.8574 -2.2913 0.4360
H 2.3808 -3.6299 -0.9882
H 2.7781 -6.0579 -1.2284
H 1.0096 -7.6636 -0.6260
H -1.1899 -6.8493 0.1318
H -1.6003 -4.4528 0.3767
C -1.7177 -0.6000 -2.6999
N -2.4862 0.0199 -1.6402
C -3.9259 -0.0909 -1.7621
C -4.5918 0.2132 -0.4280
C -4.1148 1.5917 -0.0065
N -2.6756 1.5568 0.1076
C -2.0747 2.6468 0.8416
C -1.8841 0.8028 -0.7218
O -0.6638 0.8158 -0.5355
H -1.7479 -1.6856 -2.6050
H -0.6816 -0.2759 -2.6530
H -2.1328 -0.3079 -3.6649
H -4.1573 -1.1100 -2.0865
H -4.3010 0.6034 -2.5279
H -4.2824 -0.5175 0.3243
H -5.6768 0.1854 -0.5228
H -4.5229 1.8739 0.9670
H -4.4312 2.3522 -0.7337
H -2.2851 2.5567 1.9112
H -2.4697 3.6027 0.4874
H -0.9998 2.6265 0.6786
*
```

**Total energy**: -98614.92179 eV
**Strongest force on any atom**: 1.1 eV/Å

Just the Löwdin charges please, in e? Sure, here they are: 0.60, 0.10, -0.47, 0.16, -0.04, -0.01, 0.04, 0.05, -0.08, -0.59, 0.09, -0.06, 0.08, 0.13, 0.15, 0.05, -0.59, -0.07, -0.15, 0.02, -0.05, -0.05, -0.11, 0.08, 0.12, 0.11, 0.10, 0.11, 0.01, -0.34, 0.07, -0.15, 0.00, -0.06, -0.07, -0.08, -0.03, 0.05, 0.10, 0.09, 0.13, 0.11, 0.11, 0.10, 0.10, 0.00, -0.07, -0.16, -0.15, -0.17, -0.09, -0.03, -0.46, -0.02, 0.09, 0.07, 0.10, 0.13, 0.13, 0.12, 0.12, 0.12, 0.13, 0.09, 0.10, 0.07

Record 2
Below is a molecular structure, C26H60BF4N5O5 in a non-equilibrium geometry, with properties calculated with ωB97M-V with the def2-TZVPD basis set.

```
! wB97M-V def2-TZVPD RIJCOSX def2/J DEFGRID3
* xyz 0 1
C 42.1660 41.3180 89.4980
C 42.6470 39.8080 89.7130
C 43.8630 39.4660 88.9480
N 44.4790 38.1310 89.1850
C 43.6880 37.0150 88.7070
C 44.9750 37.9400 90.6220
C 46.1880 37.0640 90.6170
C 46.6380 36.9420 89.0860
C 45.7100 37.9730 88.4850
H 42.9500 41.8220 90.1450
H 41.0970 41.4280 90.0140
H 42.3210 41.5670 88.3920
H 41.6510 39.2180 89.2650
H 42.6800 39.4340 90.6760
H 44.5250 40.3240 89.3660
H 43.6680 39.5920 87.8970
H 42.6720 37.0600 89.2820
H 44.1600 36.0000 89.0090
H 43.4500 37.0170 87.6260
H 44.2380 37.5520 91.1710
H 45.1040 38.9080 90.9830
H 45.7400 36.1610 91.2090
H 46.9700 37.2130 91.2160
H 46.4340 35.8790 88.6650
H 47.7770 37.1340 88.9710
H 45.8670 37.6490 87.4440
H 46.3030 38.8340 88.7430
B 42.4990 36.0270 85.0870
F 42.0150 37.3070 85.4320
F 41.6150 35.2260 85.9540
F 42.1570 35.5960 83.9500
F 43.7540 35.8380 85.5260
C 39.3490 33.0700 84.2090
C 38.8060 33.8750 82.9780
N 38.3250 34.4970 82.1200
H 40.4670 32.8100 84.1530
H 39.2540 33.5890 85.2090
H 38.8940 32.0990 84.4180
C 46.5190 33.5550 86.6980
C 47.1090 33.9470 85.3590
N 47.6090 34.1320 84.3460
H 46.9770 34.0920 87.4990
H 45.4480 33.9840 86.8040
H 46.4560 32.6290 86.7390
C 44.1730 32.7800 83.3290
C 44.4940 31.6780 84.2350
N 44.7720 30.8140 84.9380
H 43.1510 32.7010 83.1020
H 44.4980 33.7590 83.6990
H 44.8630 32.5290 82.3830
C 46.6320 37.7580 83.5540
C 47.4110 38.0630 84.8070
N 47.9900 38.3190 85.8430
H 46.5660 38.5320 83.0410
H 47.2210 37.1690 82.9100
H 45.6810 37.0040 83.8310
C 41.3150 35.6050 79.0700
C 41.0220 35.4980 80.5560
O 42.3350 35.6580 81.1770
H 41.6300 36.5860 78.6460
H 40.4290 35.2100 78.3600
H 41.9930 35.0620 78.7600
H 40.6130 34.4530 80.8460
H 40.2770 36.1410 80.7000
H 42.3480 35.4420 82.0940
C 44.4360 38.8460 86.6870
C 43.3370 39.3870 85.6300
O 43.4490 40.8400 85.5660
H 45.3580 39.1250 86.5450
H 44.2150 37.8700 86.4510
H 44.1000 39.2250 87.7040
H 42.4050 39.0850 85.9410
H 43.6350 39.2180 84.7680
H 43.0330 41.0030 84.8170
C 38.7240 37.7240 89.0770
C 39.6480 37.3090 87.8890
O 40.3380 36.1800 88.2740
H 38.3040 38.6850 88.7040
H 38.9920 37.8840 90.1740
H 37.8820 37.1240 88.9270
H 40.4160 38.0580 87.7580
H 38.9890 37.2370 86.9310
H 40.6900 35.8830 87.4180
C 38.1320 38.0050 82.6740
C 39.3500 37.7320 83.5890
O 40.2460 38.6500 83.5450
H 37.6440 38.8940 82.8430
H 37.5020 37.1980 82.5420
H 38.6460 38.3570 81.7810
H 39.9400 36.6050 83.3150
H 38.9450 37.5200 84.5750
H 41.0510 38.5380 84.1130
C 42.3210 30.8710 87.7900
C 41.9760 32.2440 87.0530
O 42.7460 33.2660 87.4760
H 42.3650 30.7900 89.0270
H 43.3680 30.4490 87.5290
H 41.7210 30.0880 87.4440
H 40.8330 32.1380 87.2260
H 42.0660 32.1890 85.9510
H 42.5420 33.8770 87.0010
*
```

**Total energy**: -57151.77374 eV
**Strongest force on any atom**: 19.0 eV/Å

Löwdin population analysis, charges in e, atoms 1 to 99: -0.06, -0.23, -0.16, -0.21, 0.04, -0.07, -0.11, -0.10, -0.25, 0.08, 0.12, 0.10, 0.15, 0.07, 0.21, 0.06, 0.14, 0.16, 0.10, 0.09, 0.12, 0.15, 0.06, 0.11, 0.16, 0.12, 0.16, -1.41, 0.09, 0.03, 0.28, 0.19, -0.06, -0.21, 0.13, 0.07, 0.08, 0.06, -0.02, -0.24, 0.13, 0.05, 0.11, -0.03, -0.05, -0.30, 0.14, 0.05, 0.07, 0.15, -0.03, -0.20, 0.11, -0.02, 0.06, 0.17, -0.08, -0.27, -0.08, 0.09, 0.13, -0.05, 0.12, 0.04, 0.01, -0.08, -0.13, -0.02, 0.03, 0.03, -0.10, 0.09, 0.04, -0.01, -0.09, -0.35, -0.08, 0.07, 0.09, 0.03, 0.07, 0.14, 0.05, -0.05, -0.42, -0.04, 0.04, 0.03, 0.08, 0.16, 0.08, 0.10, -0.10, -0.34, 0.04, 0.13, 0.06, 0.02, 0.13

Record 3
Below is a molecular structure, C20H19Cl3MoN4O5S5, with properties calculated with ωB97M-V with the def2-TZVPD basis set.

```
! wB97M-V def2-TZVPD RIJCOSX def2/J DEFGRID3
* xyz 0 1
Mo -0.1243 -0.4087 -0.3546
N -0.4859 -2.6344 0.1033
C 0.3960 -3.7519 -0.2821
C 1.5922 -3.8651 0.6599
N 2.2370 -2.6023 0.9255
C 3.3321 -2.1941 0.0769
C 2.8952 -1.6918 -1.2867
N 2.0143 -0.5065 -1.2132
H -1.3606 -2.7298 -0.4118
H -0.7438 -2.7062 1.0871
H -0.1499 -4.6999 -0.2512
H 0.6900 -3.5848 -1.3187
H 1.2293 -4.2639 1.6110
H 2.2803 -4.6200 0.2484
H 2.4631 -2.4828 1.8995
H 3.8669 -1.3931 0.5894
H 4.0502 -3.0120 -0.0980
H 3.7951 -1.4497 -1.8603
H 2.3684 -2.4671 -1.8397
H 2.4951 0.2243 -0.6852
H 1.8894 -0.1497 -2.1589
S -3.7408 5.4049 1.9880
C -2.9742 4.0870 1.3987
S -1.6382 4.1697 0.2935
C -1.4302 2.4541 0.0623
C -2.2954 1.6574 0.7106
S -2.1940 -0.0919 0.7070
S -3.5107 2.4584 1.6759
S -0.1140 1.8722 -0.9320
Cl -2.6325 -0.4651 -7.6251
C -2.0602 -0.6019 -5.9946
C -0.9068 -1.3184 -5.7357
C -0.4712 -1.4165 -4.4289
Cl 0.9823 -2.3045 -4.1011
C -1.1450 -0.8230 -3.3529
O -0.6843 -0.9606 -2.1225
C -2.3124 -0.1109 -3.6670
Cl -3.2362 0.6168 -2.4093
C -2.7662 -0.0002 -4.9698
H -0.3548 -1.7907 -6.5343
H -3.6711 0.5523 -5.1745
O 2.8419 1.0057 1.4409
C 1.6701 0.9160 1.7575
O 0.8511 0.0226 1.2447
C 0.9974 1.8479 2.7095
C 1.5545 3.1000 2.9467
C 0.8819 4.0238 3.7322
C -0.3336 3.6922 4.3136
C -0.8459 2.4259 4.0919
C -0.2189 1.5017 3.2810
N -2.1049 2.0379 4.7536
O -2.4536 0.8773 4.6536
O -2.6577 2.8719 5.4394
H 2.5034 3.3417 2.4883
H 1.3006 5.0074 3.8922
H -0.8824 4.3889 4.9295
H -0.6780 0.5398 3.0962
*
```

**Total energy**: -130846.40580 eV
**Strongest force on any atom**: 0.7 eV/Å

Just the Löwdin charges please, in e? Sure, here they are: 1.26, -0.10, -0.22, -0.22, -0.08, -0.21, -0.23, -0.07, 0.08, 0.10, 0.12, 0.08, 0.12, 0.12, 0.12, 0.12, 0.12, 0.12, 0.05, 0.07, 0.08, 0.55, -1.50, 0.91, -1.11, -1.12, 0.54, 0.91, 0.59, 0.68, -0.67, -0.13, -0.56, 0.76, -0.42, -0.39, -0.57, 0.76, -0.12, 0.11, 0.11, 0.08, -0.55, -0.32, -0.12, 0.01, -0.04, 0.02, -0.14, 0.05, -0.36, 0.07, 0.08, 0.13, 0.11, 0.13, 0.11

Record 4
Below is C7H9N3 in the gas phase in a non-equilibrium geometry, with properties calculated with ωB97M-V with the def2-TZVPD basis set.

```
! wB97M-V def2-TZVPD RIJCOSX def2/J DEFGRID3
* xyz 0 3
C -0.1239 -2.2573 1.3684
C -0.2553 -0.9278 1.3152
C -0.0168 -0.6233 -0.3274
C -0.5402 0.3233 1.8100
C 0.0151 0.8610 -0.4026
C 1.4087 1.4341 -0.6840
C -1.1149 1.3457 -1.3611
N 0.2777 -1.7532 -0.8619
N -0.4062 1.3165 0.9767
N 0.2155 -2.7148 0.0943
H -0.1243 -3.0688 2.1631
H -0.7528 0.6422 2.8268
H 2.2364 0.9812 -0.1227
H 1.5915 2.5301 -0.4906
H 1.6060 1.1447 -1.6532
H -2.1098 0.9528 -1.0699
H -0.8133 1.0474 -2.3390
H -1.1221 2.3670 -1.0550
H 0.0288 -3.6007 -0.1871
*
```

**Expectation value of S²**: 2.01
**Total energy**: -11869.07087 eV
**Strongest force on any atom**: 6.3 eV/Å

Just the Löwdin charges please, in e? Sure, here they are: -0.07, -0.09, -0.11, -0.18, -0.51, -0.02, -0.01, 0.09, 0.09, -0.01, 0.14, 0.10, 0.09, 0.11, 0.05, 0.10, 0.07, 0.07, 0.09

Record 5
Below is C2H2N2O3 in the gas phase in a non-equilibrium geometry, with properties calculated with ωB97M-V with the def2-TZVPD basis set.

```
! wB97M-V def2-TZVPD RIJCOSX def2/J DEFGRID3
* xyz 0 1
O -1.4226 -1.5607 -0.1519
C -0.3207 -1.0591 0.1410
O 0.9803 -1.4973 0.0266
N 1.7828 -0.2467 -0.2347
C 1.0594 0.7322 0.0172
N -0.1716 0.3484 0.2883
O -1.2879 1.0694 -0.1801
H 1.3561 1.7463 -0.0588
H -1.9758 0.4676 0.1525
*
```

**Total energy**: -11225.34391 eV
**Strongest force on any atom**: 4.6 eV/Å

Just the Löwdin charges please, in e? Sure, here they are: 0.09, -0.40, 0.06, 0.15, -0.16, -0.06, 0.06, 0.15, 0.11

Record 6
Below is 2 unconnected molecules or ions with the total composition C4H8O in a non-equilibrium geometry, with properties calculated with ωB97M-V with the def2-TZVPD basis set.

```
! wB97M-V def2-TZVPD RIJCOSX def2/J DEFGRID3
* xyz 0 1
C -2.1045 1.2077 0.0888
C -1.5436 0.1582 -0.5151
O -2.3311 -0.7460 -1.1980
H -3.1309 1.3544 -0.2225
H -1.6197 1.7272 0.8969
H -0.4875 -0.0629 -0.3987
H -2.0196 -1.6125 -0.9253
C 2.3648 -0.3968 -0.2521
C 2.0573 -0.2970 1.0445
H 1.6936 -0.7038 -1.0411
H 3.4339 -0.4155 -0.4617
H 1.0144 -0.5043 1.2771
H 2.6727 0.2913 1.7072
*
```

**Total energy**: -6322.61707 eV
**Strongest force on any atom**: 2.3 eV/Å

Just the Löwdin charges please, in e? Sure, here they are: 0.02, -0.27, -0.03, 0.06, 0.05, 0.07, 0.09, -0.08, -0.08, 0.04, 0.05, 0.03, 0.05

Record 7
Below is 12 unconnected molecules or ions with the total composition C4H33NO11S in a non-equilibrium geometry, with properties calculated with ωB97M-V with the def2-TZVPD basis set.

```
! wB97M-V def2-TZVPD RIJCOSX def2/J DEFGRID3
* xyz 0 1
C 0.0198 -4.0676 -0.6609
S -0.5271 -2.3563 -0.1148
C -0.9883 -1.8091 -1.7835
C -1.0425 -0.3567 -1.9412
C -1.5463 0.0354 -3.4288
N -2.4779 1.1705 -3.1373
H 0.7197 -4.1245 -1.5103
H -0.7988 -4.7043 -0.8342
H 0.6960 -4.5163 0.0945
H -2.0284 -2.1936 -2.1050
H -0.2738 -2.3212 -2.4375
H 0.0050 0.0252 -1.7301
H -1.7264 0.1779 -1.2597
H -0.6628 0.2938 -4.0024
H -2.2545 -0.7392 -3.8080
H -1.9966 1.9495 -2.8539
H -3.1169 1.2725 -3.8708
O -4.5589 0.7941 0.8733
H -5.0165 0.8651 -0.0296
H -3.5974 0.8884 0.6529
O 3.0757 -3.1660 -1.1624
H 3.4413 -2.3685 -0.6895
H 3.4808 -3.8358 -0.5842
O 2.7984 2.4256 -2.1197
H 3.6207 2.0255 -1.8177
H 2.6495 2.0929 -2.9970
O -0.1294 1.6257 3.6982
H 0.5065 1.0009 3.3393
H -0.3702 1.2050 4.4132
O 3.1769 -0.9113 0.4404
H 2.5649 -0.2402 0.7817
H 3.7511 -0.2730 0.0775
O -0.0371 -0.8959 4.6507
H 0.3975 -1.6689 4.1138
H -0.7890 -1.2458 5.0406
O -0.9290 1.9599 -0.5819
H -1.2346 2.8337 -0.1387
H -1.3789 1.4285 0.1785
O 1.1875 3.5613 0.3948
H 0.5093 3.0066 0.6280
H 0.8503 3.7118 -0.5055
O -1.9052 2.8075 1.9443
H -1.2679 2.6382 2.6858
H -2.5690 2.2696 2.2636
O 1.4011 -1.9577 2.8103
H 1.0554 -2.3055 1.9174
H 1.5168 -1.0542 2.4679
O 1.8790 1.2310 1.0780
H 1.6663 1.6345 0.2347
H 2.2539 2.1807 1.3249
*
```

**Total energy**: -39528.88026 eV
**Strongest force on any atom**: 7.4 eV/Å

Just the Löwdin charges please, in e? Sure, here they are: -0.37, 0.82, -0.56, -0.31, -0.20, -0.01, 0.03, 0.01, 0.04, 0.11, 0.08, 0.11, 0.07, 0.09, 0.12, 0.01, 0.04, -0.10, 0.08, 0.02, -0.10, 0.01, 0.04, -0.03, 0.04, 0.03, 0.02, 0.04, -0.06, -0.06, -0.02, 0.02, -0.08, 0.06, 0.00, -0.14, 0.08, 0.08, -0.03, -0.05, 0.07, -0.04, 0.04, -0.01, -0.08, 0.04, 0.03, -0.09, 0.01, 0.14

Record 8
Below is a molecular structure, C24H20F6IO3P2STi, with properties calculated with ωB97M-V with the def2-TZVPD basis set.

```
! wB97M-V def2-TZVPD RIJCOSX def2/J DEFGRID3
* xyz 0 4
Ti 0.4169 -1.2903 1.0260
C 2.6972 -2.8281 3.9820
C 1.3918 -2.4108 4.1877
C 0.3807 -2.8269 3.3214
C 0.6845 -3.6759 2.2537
C 2.0021 -4.0810 2.0503
C 3.0024 -3.6599 2.9117
H 3.4826 -2.5006 4.6506
H 1.1477 -1.7815 5.0354
H -0.6472 -2.5399 3.5061
H -0.1027 -4.0569 1.6158
H 2.2421 -4.7233 1.2136
H 4.0255 -3.9644 2.7389
O -1.7190 -1.2749 1.5753
S -2.1604 -2.0810 0.4057
O -3.1426 -3.0815 0.6820
O -0.9099 -2.5591 -0.2284
C -2.8812 -0.9246 -0.7323
C -4.1514 -1.2064 -1.2128
C -4.7524 -0.3520 -2.1233
C -4.0768 0.7793 -2.5568
C -2.8066 1.0533 -2.0755
C -2.1880 0.2150 -1.1496
P -0.5005 0.6190 -0.5534
C 0.3173 1.1248 -2.0961
C 0.7635 0.1048 -2.9350
C 1.3822 0.4123 -4.1345
C 1.5682 1.7388 -4.5018
C 1.1270 2.7563 -3.6707
C 0.4994 2.4525 -2.4699
C -0.7330 2.1709 0.3707
C 0.4335 2.8028 0.8352
C 0.3452 3.9522 1.6157
C -0.8980 4.4655 1.9565
C -2.0495 3.8311 1.5161
C -1.9710 2.6896 0.7267
H -4.6554 -2.0981 -0.8679
H -5.7427 -0.5757 -2.4966
H -4.5344 1.4474 -3.2747
H -2.2770 1.9302 -2.4289
H 0.6368 -0.9298 -2.6410
H 1.7350 -0.3836 -4.7768
H 2.0634 1.9774 -5.4340
H 1.2715 3.7912 -3.9530
H 0.1580 3.2536 -1.8263
H 1.4054 2.4150 0.5481
H 1.2506 4.4360 1.9580
H -0.9669 5.3545 2.5692
H -3.0211 4.2226 1.7885
H -2.8800 2.2032 0.3984
I 0.5700 0.8924 3.1838
F 2.5829 -1.0359 1.4224
P 3.3270 -1.0299 -0.0997
F 4.6429 -0.4197 0.5253
F 3.8569 -1.0524 -1.5869
F 2.6981 0.4395 -0.3067
F 3.8176 -2.5183 0.1692
F 1.8419 -1.6686 -0.6070
*
```

**Expectation value of S²**: 3.76
**Total energy**: -108297.24760 eV
**Strongest force on any atom**: 0.2 eV/Å

Just the Löwdin charges please, in e? Sure, here they are: 0.57, -0.07, -0.14, -0.15, -0.12, -0.07, -0.08, 0.11, 0.09, 0.11, 0.11, 0.12, 0.11, -0.44, 0.49, -0.26, -0.39, -0.25, -0.04, -0.06, -0.06, -0.08, -0.31, 1.09, -0.36, -0.09, -0.06, -0.08, -0.07, -0.09, -0.42, -0.25, -0.12, -0.08, -0.06, -0.07, 0.11, 0.11, 0.11, 0.11, 0.11, 0.11, 0.10, 0.10, 0.10, 0.09, 0.11, 0.11, 0.11, 0.11, 0.72, -0.28, 0.20, -0.09, -0.09, -0.15, -0.11, -0.24

strongest force on any atom of number 4 (C7H9N3)? 6.3 eV/Å

Which formula does entry 6 have? C4H8O

What is the strongest force on any atom in the eighth record? 0.2 eV/Å

Which of these has the highest total energy? C4H8O